(1)
Below is a single C20H14F3N3S molecule at a distorted geometry, with properties calculated with ωB97M-V with the def2-TZVPD basis set.

Structure (XYZ):
```
41
Properties=species:S:1:pos:R:3:forces:R:3
F 2.33906 2.64568 -4.06676 -0.56 -0.14 1.31
C 1.70652 1.94150 -3.05284 0.31 -0.38 -0.90
F 0.48671 2.48270 -2.91120 0.47 0.00 0.10
F 2.40831 2.06763 -1.92510 0.02 1.00 0.03
C 1.70078 0.49151 -3.40459 0.31 -3.74 -1.89
C 2.61187 0.05703 -4.48311 -0.42 1.63 0.50
C 2.73516 -1.27463 -4.92145 -0.68 2.13 1.34
C 1.98729 -2.21260 -4.30381 -1.68 -0.06 2.86
C 1.10615 -1.90632 -3.18829 0.47 1.08 -1.18
C 0.88431 -0.57039 -2.74628 1.43 0.39 -1.00
C -0.13908 -0.37016 -1.61177 1.21 0.29 -1.08
N 0.12108 0.62973 -0.72543 -1.76 0.76 1.03
C -0.79478 0.77954 0.26171 2.36 -3.25 -1.31
C -1.79935 -0.21746 0.41275 0.54 1.52 -0.68
C -2.39139 -0.44961 1.61244 -2.25 -2.53 3.48
N -1.96618 0.17054 2.78540 0.40 0.46 2.57
C -0.70630 -0.28712 3.50376 -0.83 2.76 0.73
C 0.03011 1.07173 3.65974 0.15 -0.68 1.67
C 1.36576 1.24789 3.53604 -0.97 2.59 1.09
C 1.83013 2.56111 4.01552 -2.55 0.23 0.85
C 0.81290 3.35822 4.58678 0.33 -1.39 -0.88
S -0.77958 2.46442 4.53452 2.70 -0.43 -1.27
C -3.29897 -1.51496 1.80334 0.64 1.89 -2.23
C -3.76476 -2.18966 0.68141 2.14 -0.48 -2.11
C -3.02384 -2.11557 -0.54392 -1.20 1.26 2.44
C -2.01729 -1.12584 -0.61648 -0.82 -1.37 0.52
N -1.11555 -1.23234 -1.57231 0.97 0.35 -2.15
H 3.28388 0.78143 -5.07360 -1.41 -0.79 1.45
H 3.44751 -1.50574 -5.66287 0.56 -0.28 -0.82
H 2.15573 -3.22431 -4.53965 -0.15 -1.21 -0.31
H 0.53483 -2.69685 -2.68523 0.35 0.34 -0.37
H -0.45207 1.20541 1.17731 -0.09 1.51 0.16
H -2.65657 0.36655 3.55224 0.49 -0.57 -1.75
H -0.88518 -0.67163 4.54878 -0.42 0.36 -1.00
H -0.14117 -1.08898 3.04880 0.17 0.24 -0.78
H 1.98968 0.47977 3.18842 0.87 -0.75 -0.55
H 2.86472 2.82238 3.98744 0.38 0.42 -0.08
H 0.84003 4.42831 4.96681 0.05 -1.77 -0.55
H -3.64352 -1.73316 2.77235 -0.47 -0.19 1.02
H -4.48878 -2.94577 0.80943 -0.86 -0.73 -0.05
H -3.17814 -2.71997 -1.41029 -0.23 -0.43 -0.20
```
Positions in Å, forces in eV/Å.

The relative energy (zero: lowest compared OMol25 entry of this formula, charge and spin) is 2.602 eV. The calculation puts the highest occupied orbital energy at -8.427 eV. The value obtained for the strongest force on any atom is 4.85 eV/Å. Its structure (SMILES) is FC(F)(F)c1ccccc1-c1ncc2c(NCc3cccs3)cccc2n1.

---

(2)
Below is a single C7H10N2O molecule at a distorted geometry, with properties calculated with ωB97M-V with the def2-TZVPD basis set.

Structure (XYZ):
```
20
Properties=species:S:1:pos:R:3:forces:R:3
C -1.30913 0.48357 0.23232 -1.18 1.26 -2.09
C -0.43456 1.57035 0.31845 1.25 4.02 1.07
C 0.74892 1.32550 0.96520 -1.68 -1.00 -0.74
C -0.74769 -0.72406 0.32488 2.67 0.47 1.87
C 2.03753 0.62227 0.87312 1.18 0.52 0.86
C -1.26624 -2.00445 0.72650 -3.01 -0.28 3.04
C 2.66857 0.03612 -0.38599 0.58 -0.44 2.61
N 0.81396 0.04839 1.38024 -2.26 -1.68 -0.54
N -2.57365 0.77523 -0.29441 -0.22 -0.08 0.65
O -0.83734 2.86889 -0.10906 -0.73 -2.87 -1.76
H 2.65999 0.84746 1.78746 0.08 -0.34 -1.52
H -2.42246 -2.13382 0.55787 2.12 0.29 -0.47
H -0.67774 -2.80230 0.37672 0.31 -1.26 -0.57
H -1.34043 -2.10552 1.89056 0.62 0.32 -1.77
H 2.56912 0.50086 -1.30442 -1.37 0.92 -1.77
H 2.36273 -1.00387 -0.32882 0.10 -0.13 -0.69
H 3.72985 0.10875 -0.27806 0.92 -0.37 0.44
H -2.84807 0.18736 -1.07952 -0.15 0.78 0.38
H -2.75237 1.79506 -0.28466 0.06 -1.27 -0.69
H -0.64906 3.54621 0.49099 0.71 1.13 1.67
```
Positions in Å, forces in eV/Å.

The relative energy (zero: lowest compared OMol25 entry of this formula, charge and spin) is 6.744 eV. The calculation puts the highest occupied orbital energy at -7.508 eV. The value obtained for the strongest force on any atom is 4.35 eV/Å.

---

(3)
Below is C14H15ClFN3O2S as an isolated structure at a distorted geometry, with properties calculated with ωB97M-V with the def2-TZVPD basis set.

Structure (XYZ):
```
37
Properties=species:S:1:pos:R:3:forces:R:3
C -5.76548 -1.26525 -0.83292 1.81 4.99 -8.85
C -5.16348 0.15679 -0.82075 -5.98 0.40 2.17
O -4.49475 0.40577 0.39662 -4.34 -7.99 -1.44
C -4.17831 1.58492 0.70174 -0.69 7.15 -5.18
C -2.93118 1.86056 -0.17733 1.15 5.45 16.52
C -1.90950 1.00205 0.30178 0.70 5.04 0.28
N -0.76682 1.29026 0.80245 -0.17 7.57 -0.61
N 0.12361 0.41738 0.71557 2.39 -3.50 2.32
C -0.44203 -0.72760 0.49854 1.87 -3.49 -0.15
N 0.25330 -2.01206 0.70795 -10.05 3.29 -1.75
C 1.48704 -2.07775 0.95086 0.18 -12.53 -0.73
O 1.75562 -3.33426 0.97693 1.28 0.48 1.27
C 2.53118 -1.30117 0.90136 0.09 13.88 1.94
C 2.57075 -0.14579 -0.16286 -0.36 -1.88 -4.53
C 2.19851 -0.69368 -1.59978 1.48 -6.40 18.57
C 2.17907 0.09969 -2.46667 -1.30 4.77 -14.95
C 2.69072 1.28367 -2.40142 0.81 9.70 1.00
C 2.98087 1.87507 -1.12863 0.72 10.01 -14.50
C 3.07231 1.20149 -0.16924 -0.77 -11.69 15.52
Cl 3.40336 1.77628 1.54114 0.09 0.11 -1.33
H 3.29127 2.94674 -1.17962 -0.40 -0.97 0.32
H 2.57083 2.18922 -3.15956 0.34 -2.82 0.89
H 1.95943 -0.16348 -3.49221 -0.65 -0.57 -0.24
F 1.73789 -1.90540 -1.46504 -0.53 -1.73 -1.91
H 3.50125 -1.36806 0.95213 5.02 -2.95 0.94
H 2.31207 -0.48279 1.86389 0.63 -2.05 -1.91
H -0.36891 -2.96305 0.59559 2.82 3.27 0.49
S -2.03680 -0.48426 0.04917 -1.43 -10.16 -1.93
H -2.72886 2.99750 0.40498 0.28 -2.72 -2.26
H -3.12456 2.02270 -1.02797 -2.27 1.69 -12.01
H -5.02110 2.45386 0.46729 1.59 -1.97 0.38
H -4.06443 1.58851 1.67698 1.40 0.74 4.89
H -4.60314 0.42224 -1.63139 1.68 0.30 -2.31
H -6.18069 0.74645 -0.89327 2.13 0.13 0.35
H -6.37393 -1.47731 -1.85371 1.95 0.74 1.67
H -4.93384 -1.74840 -0.82824 4.50 -4.68 0.34
H -6.46247 -1.47440 -0.26481 -5.98 -1.65 6.70
```
Positions in Å, forces in eV/Å.

The relative energy (zero: lowest compared OMol25 entry of this formula, charge and spin) is 15.931 eV. The calculation puts the highest occupied orbital energy at -8.341 eV. The value obtained for the strongest force on any atom is 19.70 eV/Å.

---

(4)
Below is a single C4H8N2 molecule, with properties calculated with ωB97M-V with the def2-TZVPD basis set.

Structure (XYZ):
```
14
Properties=species:S:1:pos:R:3:forces:R:3
C 1.84697 0.11125 -0.24652 0.02 0.20 -0.15
N 1.55087 -0.87377 0.80351 0.03 -0.09 0.31
C 0.53577 -0.58533 -0.22692 0.23 -0.28 0.04
C -0.76004 0.61499 -0.84118 -0.27 0.46 -0.26
C -1.97679 0.03036 -0.27128 -0.13 -0.02 -0.01
N -0.87410 -0.29034 0.62588 0.12 -0.04 0.17
H 2.62628 -0.17005 -0.95616 -0.19 0.03 0.07
H 1.85736 1.17054 0.01307 -0.06 -0.19 0.01
H 1.36218 -0.41647 1.69221 0.01 -0.05 -0.08
H 0.35531 -1.42868 -0.88133 0.00 0.15 0.12
H -0.60509 1.64240 -0.48460 -0.04 -0.11 -0.06
H -2.42720 -0.84512 -0.74130 0.09 0.13 0.07
H -2.70494 0.68977 0.19924 0.14 -0.07 -0.03
H -0.78527 0.38252 1.38577 0.04 -0.10 -0.20
```
Positions in Å, forces in eV/Å.

The relative energy (zero: lowest compared OMol25 entry of this formula, charge and spin) is 6.626 eV. The calculation puts the highest occupied orbital energy at -7.460 eV. The value obtained for the strongest force on any atom is 0.59 eV/Å.

---

(5)
Below is a single C20H27N3OS molecule, with properties calculated with ωB97M-V with the def2-TZVPD basis set.

Structure (XYZ):
```
52
Properties=species:S:1:pos:R:3:forces:R:3
C 3.96155 2.25029 -4.75431 -0.07 -0.11 -0.05
C 3.24174 0.94898 -4.40368 0.17 -0.03 0.09
C 3.08342 0.81358 -2.89845 -0.15 0.10 -0.65
O 3.74242 0.05236 -2.22053 0.26 -0.28 0.27
N 2.16553 1.65240 -2.36851 -0.13 0.37 0.22
C 1.82734 1.63291 -0.95999 0.05 -0.29 0.14
C 1.14790 2.93488 -0.56907 0.13 -0.20 -0.04
C 1.02288 0.34189 -0.62788 0.32 0.22 0.07
C -0.04942 0.01455 -1.62256 -0.17 0.06 -0.21
C -0.40491 -1.23984 -2.01469 0.16 0.21 0.11
C -1.47286 -1.26596 -2.94060 -0.22 0.03 -0.15
C -1.92257 -0.02640 -3.24953 0.08 0.28 0.08
S -1.05323 1.19584 -2.40854 -0.02 -0.55 0.00
N 0.56667 0.37937 0.76202 0.10 -0.01 0.03
C -0.83380 0.70379 0.96703 -0.10 0.19 0.35
C -1.04661 0.98464 2.45879 -0.19 0.06 -0.29
N -0.69080 -0.15134 3.27723 0.12 0.29 0.10
C -1.62126 -1.14150 3.56715 -0.27 -0.17 0.19
C -2.91248 -1.15453 3.03004 0.11 0.19 -0.12
C -3.82987 -2.11930 3.40260 -0.07 -0.13 0.09
C -3.49464 -3.10377 4.31378 -0.15 -0.07 0.00
C -2.22245 -3.09954 4.86187 0.01 -0.05 -0.03
C -1.30426 -2.13552 4.50220 0.12 -0.03 -0.04
C 0.68800 -0.51119 3.02486 0.24 -0.31 -0.24
C 0.91195 -0.79868 1.53405 0.10 -0.01 0.32
H 4.93951 2.27474 -4.27989 0.10 0.05 0.03
H 3.39385 3.11431 -4.41553 0.01 0.11 -0.01
H 4.09800 2.32685 -5.83064 0.03 0.06 -0.06
H 2.25857 0.92157 -4.87875 -0.02 -0.05 -0.01
H 3.82530 0.09880 -4.75739 -0.11 -0.02 0.08
H 1.55905 2.17860 -2.97715 0.11 -0.10 -0.09
H 2.77019 1.54650 -0.40743 -0.16 0.00 -0.03
H 1.80990 3.77015 -0.78684 0.03 0.09 -0.02
H 0.21912 3.07742 -1.11639 -0.12 0.15 -0.01
H 0.93687 2.92474 0.49511 -0.07 0.04 0.09
H 1.75564 -0.47040 -0.71249 -0.13 0.13 0.01
H 0.09018 -2.12579 -1.65789 0.16 -0.13 0.10
H -1.87970 -2.17041 -3.35598 -0.10 -0.13 -0.10
H -2.70977 0.25916 -3.91829 -0.18 -0.02 -0.16
H -1.49287 -0.12631 0.65601 0.04 0.13 -0.06
H -1.09316 1.58992 0.38772 -0.06 -0.03 0.02
H -0.38693 1.80928 2.75141 -0.08 0.02 -0.05
H -2.07469 1.28488 2.65816 0.03 0.01 0.01
H -3.21539 -0.41565 2.30456 0.03 0.06 -0.06
H -4.81768 -2.10285 2.96399 -0.06 0.01 -0.03
H -4.21218 -3.85881 4.59649 -0.06 -0.06 0.02
H -1.94404 -3.85137 5.58649 0.03 -0.04 0.06
H -0.33235 -2.14117 4.97176 0.07 0.03 0.04
H 1.32068 0.33124 3.32204 0.05 -0.09 -0.01
H 0.97176 -1.38662 3.60483 0.01 0.07 0.02
H 0.30075 -1.67369 1.24526 0.06 0.00 0.00
H 1.96458 -1.03435 1.36815 -0.01 -0.04 -0.02
```
Positions in Å, forces in eV/Å.

The relative energy (zero: lowest compared OMol25 entry of this formula, charge and spin) is 1.824 eV. The calculation puts the highest occupied orbital energy at -7.552 eV. The value obtained for the strongest force on any atom is 0.68 eV/Å. Its structure (SMILES) is CCC(=O)N[C@@H](C)[C@H](c1cccs1)N1CCN(c2ccccc2)CC1.

---

(6)
Below is an isolated ion of composition C4H8NOS and charge -1 at a distorted geometry, with properties calculated with ωB97M-V with the def2-TZVPD basis set.

Structure (XYZ):
```
15
Properties=species:S:1:pos:R:3:forces:R:3
C 1.28039 1.48717 -1.85409 -0.70 -0.64 3.85
C 1.37576 -0.02610 -1.65846 1.34 0.23 2.94
O 2.33154 -0.61900 -2.14290 -0.55 -0.69 -0.78
N 0.65873 -0.50570 -0.57171 -0.32 2.13 -1.96
C -0.26235 0.35528 0.24133 1.11 -4.25 2.45
C -1.39811 -0.61054 0.80578 -0.54 -0.16 -0.54
S -1.89692 -0.14267 2.48285 0.05 0.08 0.25
H 1.43226 1.95700 -0.79018 -1.29 -0.80 -1.63
H 0.40068 1.77986 -2.35530 -0.96 0.79 -0.36
H 2.14591 1.87638 -2.21790 2.33 0.50 -2.28
H 0.75708 -1.43925 -0.25516 0.35 -0.78 -0.08
H 0.31680 0.52806 1.24722 -1.08 0.97 -2.03
H -0.57684 1.10455 -0.43050 -0.57 1.26 0.28
H -2.35731 -0.56766 0.19894 1.36 -0.23 0.15
H -1.00539 -1.69918 0.81506 -0.50 1.60 -0.26
```
Positions in Å, forces in eV/Å.

The relative energy (zero: lowest compared OMol25 entry of this formula, charge and spin) is 1.502 eV. The calculation puts the highest occupied orbital energy at -2.604 eV. As for the charge: -1. The value obtained for the strongest force on any atom is 5.03 eV/Å. Its structure (SMILES) is CC(=O)NCC[S-].

---

| no. | E_LUMO (Ha) | DFT total energy (Eh) | gap between HOMO and LUMO (eV) |
| --- | --- | --- | --- |
| 1 | -0.0178 | -1632.5067 | 7.94 |
| 2 | 0.0232 | -457.2610 | 8.14 |
| 3 | 0.0140 | -1814.8902 | 8.72 |
| 4 | 0.0342 | -266.4785 | 8.39 |
| 5 | 0.0174 | -1416.0105 | 8.02 |
| 6 | 0.1286 | -685.4009 | 6.10 |